C35H43Cl2CrN2O4S | ωB97M-V/def2-TZVPD

```
88
Properties=species:S:1:pos:R:3:mulliken_spin:R:1
H 2.71 -5.37 -1.12 0.000
C 0.08 -3.62 -3.67 -0.004
H -2.50 4.42 3.24 -0.001
C 1.17 0.59 -3.59 0.001
H -0.77 1.54 5.40 0.001
H -1.69 0.36 -5.40 0.000
C -3.18 -2.55 3.01 -0.002
H -2.38 -2.98 3.60 0.000
C -0.78 -0.63 2.83 0.066
H -0.30 -1.43 3.36 -0.010
C 2.55 0.91 -7.08 0.000
C 1.44 -3.73 -1.69 -0.012
H -3.27 2.95 3.35 0.000
N 1.36 -1.95 -0.02 0.064
H 0.29 3.89 2.70 0.001
H -3.31 2.65 0.76 -0.001
O -1.49 1.61 -1.82 0.004
H -3.35 -1.94 -0.44 0.002
C -1.55 2.99 1.94 0.067
H -3.94 -3.33 2.81 0.000
C -0.37 0.74 2.90 0.028
H 3.62 -4.32 0.78 0.000
C -1.32 1.45 2.01 -0.048
C 2.35 -4.38 -0.89 0.001
C 2.88 -3.80 0.21 -0.002
H 1.49 0.52 -2.61 0.014
C -2.18 0.52 1.46 0.036
H 0.82 2.16 5.92 0.000
C -0.12 -1.86 -1.94 0.007
C 1.88 1.90 3.24 0.002
C -2.61 -2.09 1.65 -0.009
H -0.80 -3.34 1.83 0.000
C -2.46 3.27 0.71 0.012
H 0.61 -0.45 5.32 0.001
H 2.70 0.03 -7.77 0.000
Cl 4.19 0.10 -0.58 -0.001
H 3.62 1.15 -6.74 0.000
C -3.67 -1.87 0.56 0.004
O -2.57 -0.30 -3.02 -0.002
C 0.74 1.17 3.91 0.035
C 1.32 -0.04 4.61 -0.008
H 2.70 -2.13 1.53 0.003
C 2.37 -2.58 0.62 0.053
H -4.12 -0.90 0.53 0.000
H 3.09 0.90 -4.39 0.000
C -0.64 0.35 -5.12 0.000
H -0.17 3.08 4.85 0.001
H -1.89 2.95 -0.27 0.018
H -1.32 -1.95 -3.76 0.001
C 0.98 -4.30 -2.89 0.010
C -0.19 0.50 -3.83 0.014
C 3.66 1.78 -0.85 0.001
Cr -0.11 0.08 0.54 3.827
H -0.12 -3.94 -4.73 0.000
C 0.90 -2.51 -1.20 0.026
C 0.26 0.52 -6.20 0.000
H -2.91 0.72 0.68 0.063
H -0.16 0.39 -7.22 0.000
H -1.75 3.08 4.17 -0.001
O 1.40 1.26 -0.07 -0.073
C -0.25 3.83 1.77 0.011
H 2.23 0.30 5.17 0.000
C -1.77 -0.80 1.81 -0.210
C -1.68 -3.20 1.17 0.051
H 1.42 -5.21 -3.29 0.000
H -0.63 4.87 1.54 0.000
H -2.25 -4.10 1.12 0.001
C -2.25 3.38 3.28 0.006
C 2.12 2.09 -0.70 -0.014
C 1.61 0.68 -5.98 0.001
O 1.85 3.12 -1.29 0.011
N -0.60 -0.64 -1.48 -0.137
S -1.36 0.33 -2.47 0.049
C 0.11 2.10 5.08 0.002
C 2.06 0.64 -4.63 0.000
H 1.57 -0.77 3.89 0.005
H -3.66 -1.76 3.54 0.002
H 3.99 2.16 -1.83 0.000
H 2.72 2.10 3.94 -0.001
H -4.50 -2.56 0.55 0.000
H 2.10 1.63 -7.72 0.000
C -0.51 -2.42 -3.17 0.021
H -1.32 -2.87 0.21 -0.010
H -2.65 4.35 0.64 0.000
H 2.10 1.31 2.38 0.025
H 1.52 2.84 3.00 -0.005
Cl 4.42 2.82 0.38 0.001
H 0.42 3.56 0.95 0.001
```

2S+1	5
LUMO (spin up / spin down)	2.43 / 2.41	eV
expectation value of S²	6.022
orbital gap (spin up / spin down)	6.30 / 7.58	eV
total charge	-1
energy above the lowest of the compared OMol25 structures with the same formula, charge and spin	20.25	kcal per mole
calculated total energy	-112467.20358	eV